Molecular formula: C39H55N7O7ScSi
Method: DFT, ωB97M-V/def2-TZVPD

Calculated values
- HOMO-LUMO gap (eV) = 8.18
- E (hartree) = -3479.61563

ORCA input file:
```
! wB97M-V def2-TZVPD RIJCOSX def2/J DEFGRID3
* xyz 1 1
Sc -0.53421 -0.01813 -0.45936
C -4.56376 0.68369 -2.71430
C -4.13422 0.52814 -4.02376
C -2.77229 0.48460 -4.27292
C -1.85495 0.56200 -3.22133
C -2.25059 0.61736 -1.86967
C -3.63604 0.72058 -1.67567
C -0.40686 0.56477 -3.54433
C 0.04686 0.93805 -4.83587
C 1.37019 0.88168 -5.12618
C 2.28764 0.43942 -4.14754
C 3.66384 0.27583 -4.42740
C 4.51015 -0.19020 -3.46577
C 4.01306 -0.47219 -2.17652
C 2.69322 -0.29669 -1.87154
C 1.78640 0.14190 -2.86403
N 0.43948 0.22804 -2.58650
H -5.62149 0.77441 -2.49501
H -4.84235 0.46910 -4.83991
H -2.43293 0.37484 -5.29451
H -4.04009 0.84625 -0.68252
H -0.66144 1.28353 -5.57214
H 1.73493 1.16656 -6.10591
H 4.02494 0.51179 -5.42084
H 5.56080 -0.33077 -3.68085
H 4.69560 -0.81203 -1.40978
H 2.33868 -0.50532 -0.87424
C 1.36705 -4.55777 -0.63797
N 0.05190 -4.11887 -1.10916
C -0.85924 -4.99829 -1.61247
C -2.05524 -4.59811 -2.09268
C -2.32329 -3.19373 -2.06469
N -1.44326 -2.34665 -1.54737
C -0.25594 -2.77966 -1.10263
O 0.55868 -1.94690 -0.65550
N -3.46348 -2.68291 -2.52889
H 1.30220 -5.60562 -0.35769
H 1.65295 -3.96085 0.22283
H 2.11374 -4.42641 -1.41950
H -0.55887 -6.03702 -1.60535
H -2.76209 -5.30607 -2.49736
H -4.19023 -3.27472 -2.90289
H -3.56860 -1.67441 -2.58030
C 4.31769 -0.92106 1.43596
C 3.46298 -0.42963 2.59533
C 4.20743 0.62991 3.39690
C 3.04925 -1.58590 3.49137
O 2.23613 0.10403 2.05797
Si 1.89275 1.56164 1.36551
O 0.59397 1.27379 0.44141
O 1.60055 2.72941 2.46026
C 0.65275 2.98286 3.50074
C 0.24417 4.44112 3.35294
C -0.55999 2.07374 3.35340
C 1.33457 2.73941 4.83753
O 3.20063 2.03758 0.52579
C 3.52646 3.35254 0.01699
C 2.26790 4.02279 -0.52070
C 4.14503 4.16476 1.14459
C 4.53228 3.14265 -1.10219
H 5.20015 -1.44755 1.80345
H 4.63921 -0.07411 0.83072
H 3.73902 -1.60517 0.80965
H 5.15966 0.22643 3.74518
H 3.63088 0.93960 4.26787
H 4.41296 1.50626 2.78161
H 3.91864 -2.02743 3.97947
H 2.55395 -2.36529 2.90619
H 2.36000 -1.23779 4.26245
H -0.23691 4.60229 2.38679
H 1.12345 5.08330 3.40960
H -0.44973 4.73213 4.14295
H -0.93718 2.12587 2.33307
H -1.35054 2.37675 4.04235
H -0.28647 1.04106 3.58492
H 2.23582 3.34749 4.91959
H 1.61084 1.68862 4.93676
H 0.66444 2.99597 5.65970
H 1.54148 4.18971 0.27671
H 1.80625 3.39686 -1.28705
H 2.51259 4.99059 -0.96165
H 3.44647 4.27513 1.97320
H 4.41949 5.15616 0.77975
H 5.04919 3.67450 1.51046
H 4.07076 2.62358 -1.94061
H 5.37405 2.54864 -0.74195
H 4.91272 4.10275 -1.45511
O -6.17037 -4.45163 -1.74414
C -5.91924 -4.46846 -0.34974
N -5.31641 -3.22794 0.07219
C -5.76531 -2.47581 1.11299
O -6.75057 -2.74407 1.76845
C -4.98274 -1.21416 1.35213
C -5.62291 -0.11501 1.90929
C -4.90395 1.05216 2.09474
C -3.56635 1.07677 1.72394
N -2.93400 0.01870 1.21506
C -3.63637 -1.09857 1.04520
H -7.00405 -3.99610 -1.90548
H -5.23958 -5.30446 -0.18331
H -6.82085 -4.61379 0.24318
H -4.56562 -2.87472 -0.49527
H -6.66710 -0.19555 2.18226
H -5.36627 1.93560 2.51156
H -2.98309 1.98148 1.83241
H -3.08110 -1.94219 0.64586
N -0.44506 -1.15909 1.68444
H 0.55127 -1.01062 1.87436
H -0.65616 -2.12673 1.90354
H -0.96071 -0.59102 2.34651
*
```

Results of the Löwdin charge analysis, in e, for atoms 1 through 8: atom 1 (Sc): 1.0660, atom 2 (C): -0.0959, atom 3 (C): -0.0913, atom 4 (C): -0.0474, atom 5 (C): -0.2214, atom 6 (C): -0.1394, atom 7 (C): -0.1415, atom 8 (C): -0.2031

=====

Molecular formula: C10H18O5
Method: DFT, ωB97M-V/def2-TZVPD

Calculated values
- HOMO-LUMO gap (eV) = 9.60
- structure (SMILES) = C[C@H]1[C@@H]2O[C@@](C)(O)[C@](C)(O)[C@](C)(O)[C@]12O
- E (hartree) = -768.00908

ORCA input file:
```
! wB97M-V def2-TZVPD RIJCOSX def2/J DEFGRID3
* xyz 0 1
C -3.35899 1.12943 -0.85030
C -1.89129 0.81973 -0.71651
C -1.07250 1.37815 0.42400
O 0.21695 1.85920 0.19813
C 1.29052 0.95224 0.29538
C 2.48656 1.73017 -0.25584
O 1.49392 0.59815 1.64498
C 1.05492 -0.35744 -0.50555
C 2.30165 -1.25368 -0.46412
O 0.81833 0.04102 -1.83803
C -0.17147 -1.14726 0.02023
C 0.09216 -1.99984 1.25581
O -0.60476 -1.95830 -1.05656
C -1.40330 -0.07889 0.38514
O -2.33660 -0.59203 1.27767
H -3.50071 2.00333 -1.48177
H -3.80256 1.31675 0.12380
H -3.87430 0.28424 -1.30267
H -1.35967 0.73731 -1.65490
H -1.59012 1.97874 1.16888
H 3.41044 1.19979 -0.05170
H 2.50970 2.70677 0.22239
H 2.35238 1.86191 -1.32361
H 1.71369 1.40720 2.12403
H 3.06746 -0.82402 -1.10306
H 2.04456 -2.23603 -0.85216
H 2.67627 -1.34048 0.54983
H 0.43143 -0.72826 -2.28057
H 0.76290 -2.81653 1.00591
H -0.84800 -2.42661 1.60328
H 0.53604 -1.39856 2.04175
H -1.41826 -2.39709 -0.78377
H -2.02733 -0.44913 2.17989
*
```

Results of the natural (NBO) charge analysis, in e, for atoms 1 through 8: atom 1 (C): -0.6053, atom 2 (C): -0.2568, atom 3 (C): 0.0573, atom 4 (O): -0.5257, atom 5 (C): 0.5294, atom 6 (C): -0.6482, atom 7 (O): -0.7445, atom 8 (C): 0.2020

=====

Values for ΔE to the lowest compared entry with this formula, charge and spin, eV, ordered as above
0.000, 0.000